No. 1
This record from the Open Molecules 2025 dataset describes C31H25ClIrP as an isolated structure at a distorted geometry. The level of theory is wB97M-V/def2-TZVPD.

Structure (XYZ):
```
59
Properties=species:S:1:pos:R:3
C -1.5016 3.0015 5.1378
H 1.0119 5.4453 -3.0825
C 1.0676 2.1505 -3.9605
C 2.3897 -1.3232 -2.0711
H 2.5394 -3.0069 2.5179
C -1.4890 3.1239 6.5243
C 0.4334 3.8163 -1.7732
H 2.4014 -0.7139 -1.1627
H 1.3254 1.4661 -4.7725
C 1.4644 -2.8400 2.4556
C -0.7531 -2.4517 3.0667
C 1.1321 -2.1340 -4.0452
H -1.5325 -2.4197 0.9388
H 1.0463 -2.8623 0.2273
C 1.2339 3.5291 -4.0549
H -2.2673 3.4781 4.5158
H 1.6232 3.9644 -4.9752
C -1.5923 -0.5207 -2.5569
C -4.1854 -1.3842 -3.0475
H 0.2191 -2.1030 -4.6437
C 0.8995 4.3640 -2.9801
C -0.3695 0.7652 2.4531
C -2.6170 0.4388 -2.7829
H 2.1102 -3.6556 -5.1986
H -2.2224 3.7577 7.0219
C 0.5160 1.6077 5.2741
H -1.1305 -2.6057 -2.1143
C 3.3350 -3.0036 -3.5413
H -5.1876 -1.7345 -3.3141
H 0.1909 4.4665 -0.9326
C 0.6760 -2.7740 1.2454
C 1.2607 -1.2681 -2.9318
H -3.4416 -3.3760 -2.6169
C -0.5549 2.3980 7.2934
C 3.4347 -2.1662 -2.4161
C -0.7032 -2.5371 1.6334
H -0.6093 2.4200 8.3866
Cl 2.4478 0.2150 1.6800
C -3.8966 -0.0127 -3.0631
C -0.7550 1.7273 3.1909
C 0.4446 1.6370 6.6651
Ir 0.4976 -0.8223 2.2702
C -1.9069 -1.8992 -2.4103
C -3.2008 -2.3155 -2.6816
H 4.3369 -2.1653 -1.8067
H 1.3073 1.0691 4.7348
C -0.5486 2.1633 4.5080
H -4.6794 0.7094 -3.3079
H -0.0306 1.9771 -0.6957
C 0.5220 1.6215 -2.7632
H -1.6368 -2.2610 3.6767
P 0.0756 -0.0435 -2.6539
H -2.3780 1.5039 -2.7552
H 1.1586 1.0605 7.2584
H 4.1642 -3.6662 -3.7984
H 0.8854 -2.6323 4.6252
C 0.5833 -2.6355 3.5794
C 0.2710 2.4489 -1.6339
C 2.1848 -2.9924 -4.3361
```

Calculated values
E = -2101.598964 hartree
net charge = +1
2S+1 = 6

---

No. 2
This record from the Open Molecules 2025 dataset describes a 10-piece molecular cluster, C34H60F18NO26P3 overall at a distorted geometry. The level of theory is wB97M-V/def2-TZVPD.

Structure (XYZ):
```
142
Properties=species:S:1:pos:R:3
C 0.8691 -2.1983 -6.0754
H -2.0152 5.6231 3.7811
C -0.5104 -1.8208 -6.6184
C -6.2624 -4.7608 1.2543
C -0.0314 2.1637 -6.6907
O 0.1846 -3.7375 5.6731
O -2.7847 3.3415 -5.8284
F 1.5439 1.1841 -2.4052
H 1.3887 3.6882 -6.3380
O -0.5991 -0.1024 -0.0400
H 0.3685 -1.0301 4.4009
H -3.3945 2.0625 -2.3127
C -4.5260 4.9778 -5.5816
H -6.2594 -0.7963 0.0185
C 0.7464 -2.0942 -3.7178
H 1.2479 -2.9235 -6.7956
H 2.1161 -0.2673 1.5012
H -5.2951 -5.2183 1.4619
H -3.2064 6.5040 2.8868
O 0.1606 3.9015 -0.4839
C 1.6499 -0.1495 0.5231
H -1.6897 1.5114 -2.2622
C -3.2580 0.9247 4.2506
C 0.4405 -4.5276 6.7297
H 2.2447 3.6324 1.7974
H -0.6499 2.5563 -7.4978
P 5.2097 -0.3550 1.7302
C -2.1436 3.4914 -3.1644
H -1.1248 -2.0559 4.0672
H 7.1856 1.5113 3.8638
C 6.1385 0.7271 -0.4492
C 2.1554 1.9524 -4.5605
H -6.4432 -4.9449 0.1952
H -6.9523 -5.3311 1.8762
C -3.0341 5.5576 3.3994
C -0.5170 -1.5249 4.7999
H 5.7919 0.6408 -1.4790
F -0.0816 -2.6004 -1.5329
O 2.7303 -5.1676 2.4455
H -4.2830 0.5771 4.1218
H 2.2688 2.6053 0.4097
O -3.2293 4.1481 -3.7521
C 0.9501 4.7848 -0.6106
H 0.8696 -1.9351 6.3713
H -0.7029 1.5513 -6.0889
C 0.9062 -2.8917 -2.4335
H 6.7773 -0.1357 -0.2606
O -0.1573 0.2039 2.0632
H -1.9094 2.1289 1.3921
H 2.6526 -7.4189 0.7926
H -1.9551 4.0039 -2.2211
F -0.0388 -6.4249 5.3612
N 0.1935 -0.0130 0.8714
C 6.7828 1.3101 2.8711
H -6.2257 0.5040 1.0914
F 2.0243 -5.8524 5.7312
F 3.1765 2.4315 -2.4881
H 3.1702 -1.2750 3.5336
O -2.9151 2.2394 3.7949
C 2.6319 -7.1413 -0.2613
C 4.1033 3.4335 0.8927
H -0.4009 -1.3220 -7.5814
O 0.5017 -4.1217 7.8353
H 3.1056 -5.4915 -1.4052
H -2.6700 1.2132 0.2148
C -3.4883 4.0135 -5.0738
F -5.6306 4.2611 -5.8369
C 2.9795 -5.6946 -0.3418
H -1.1636 -0.7229 5.1561
H -2.4764 1.4649 -3.8200
H -2.5283 0.1982 3.8929
O 2.1851 4.6082 -0.0858
F 1.1044 -2.6965 2.5943
O 0.4353 -0.9075 -3.7163
H -2.7027 -1.3338 0.9641
H 1.6987 -1.0927 -0.0211
H 7.5701 1.6312 2.1892
C 2.5663 3.5949 0.7567
H 4.5556 4.3553 1.2584
O -4.2387 -2.6200 0.3415
F -0.1321 -3.7111 1.1338
O 6.5812 0.0129 2.4868
F 1.6877 6.8411 -1.4614
O -5.3996 -1.0751 2.0069
F 0.0574 -4.5076 3.1101
O -3.0191 4.3967 2.6036
O -3.9830 2.3202 1.4656
H -1.2301 3.7186 -3.7140
H 4.3090 -0.5600 4.4680
F 2.1193 -2.6099 -1.8564
F 3.4087 0.3401 -3.2463
O -6.3249 -3.3780 1.6068
O 1.0092 2.7120 -4.5527
H -2.3633 -2.3618 -0.4466
H -2.6239 2.9858 0.0416
C 0.7843 5.9025 -1.6281
F 0.8596 -4.1641 -2.6366
H 1.4884 -1.3057 -5.9866
F -4.0538 5.3983 -6.7511
F -4.7204 5.9689 -4.6768
C -0.0811 -2.3293 6.0124
C 0.8087 -5.9435 6.2594
H -1.0879 -2.7121 -6.8638
H 3.3917 -7.6792 -0.8282
C 1.9440 -4.6250 1.6480
H 3.9092 -5.6442 0.2251
C -3.1389 -1.8132 0.0877
P -4.8933 -2.5846 1.8325
O 4.0602 0.3237 2.6024
O 0.9502 -2.8388 -4.8438
F -0.3673 6.4805 -1.5108
H 5.9764 2.0306 2.7344
C -6.3428 -0.5796 1.0835
H -3.1969 0.9397 5.3388
H -3.5593 -1.0346 -0.5488
H 1.6737 -7.3651 -0.7301
H 6.7003 1.6552 -0.3442
H 2.8191 0.4097 4.1507
O 5.0551 -1.7886 1.4605
O -4.0465 -3.1707 2.9337
C 0.5797 3.2874 -5.7274
O 2.8358 1.6609 -5.5593
H -3.6897 5.4602 4.2647
H -1.0165 -1.0971 -5.9795
H 4.2047 2.5818 1.5653
H 4.5122 3.2302 -0.0970
C 0.6621 -3.8497 2.1278
F 0.9023 5.4924 -2.8927
H -0.1406 4.1011 -5.6427
H 0.6772 1.4528 -7.1156
C -2.4583 1.9930 -2.8667
F 0.8281 -6.8085 7.2085
H 1.8874 0.7606 -0.0278
O 5.0917 0.6929 0.4597
H -7.3093 -0.8471 1.5107
P -3.8927 3.1122 2.8834
C 2.6140 1.4283 -3.1746
C 3.5566 -0.2754 3.7325
O 2.0570 -4.8182 0.2627
O -5.1999 3.3700 3.5430
H -0.8363 -2.2612 6.7954
C -2.7811 2.1626 0.7386
```

Calculated values
E = -6164.341375 hartree
net charge = -1
2S+1 = 2